84
Properties=species:S:1:pos:R:3:forces:R:3:mulliken_charge:R:1 method="wB97M-V/def2-TZVPD" energy_ev=-78058.24072 total_charge=-2 multiplicity=1
Tl -0.0725 -0.4935 0.5244 0.093 -0.276 0.232 1.647
N 3.7338 0.8516 -0.3229 -0.035 0.001 0.072 -0.241
C 3.8334 1.7208 -1.4828 -0.073 0.108 -0.006 -0.181
C 3.1950 3.0802 -1.1969 -0.070 -0.063 0.156 -1.059
N 1.7996 3.0807 -0.7790 0.055 -0.266 -0.166 0.125
C 0.8013 3.2995 -1.8161 -0.161 -0.095 0.019 -1.087
C 0.1998 2.0746 -2.5167 -0.074 0.054 -0.022 -0.377
N -0.6599 1.3169 -1.6157 0.317 0.375 -0.224 -0.186
H 4.0529 -0.0843 -0.5360 -0.109 0.002 0.071 0.143
H 4.2691 1.2042 0.4618 0.023 -0.003 -0.034 0.219
H 4.8723 1.8878 -1.8115 -0.041 0.049 -0.074 0.367
H 3.2991 1.2432 -2.3044 0.000 -0.057 -0.034 -0.005
H 3.7901 3.5717 -0.4130 0.037 -0.012 -0.036 0.338
H 3.2884 3.6960 -2.0961 0.029 0.066 0.052 0.467
H 1.5763 2.2383 -0.2545 0.055 0.036 0.041 -0.146
H -0.0367 3.8471 -1.3662 0.005 0.052 -0.075 0.431
H 1.2453 3.9519 -2.5737 -0.065 0.043 0.009 0.398
H -0.3514 2.4398 -3.3979 0.102 0.026 -0.059 0.452
H 0.9974 1.4160 -2.8817 -0.021 -0.010 0.033 0.091
H -1.3603 1.9046 -1.1761 -0.055 -0.085 0.027 0.117
H -1.1394 0.5689 -2.1041 -0.050 -0.059 0.147 0.099
S -8.2032 0.1557 0.3313 0.210 -0.014 0.000 -0.128
N -7.0424 1.2173 0.8792 -0.009 -0.292 -0.143 -0.840
C -5.8685 0.6633 0.6283 -0.288 0.301 0.153 0.886
C -4.5847 1.2405 0.9220 0.154 0.444 0.253 0.014
C -4.4385 2.4857 1.4877 -0.070 -0.399 -0.193 -0.261
C -3.1602 3.0097 1.7271 0.167 0.322 0.084 -1.411
C -2.0543 2.2077 1.4133 -0.155 -0.078 -0.092 -0.258
N -2.1213 1.0075 0.8922 0.422 0.104 0.216 0.293
C -3.3794 0.4734 0.5853 -0.213 -0.697 -0.437 -0.434
C -3.4600 -0.7469 -0.0275 -0.043 0.811 0.374 -0.708
N -2.2795 -1.4343 -0.3392 0.203 -0.359 -0.289 0.727
C -2.3784 -2.6165 -0.9016 -0.183 0.193 0.064 -0.701
C -3.5775 -3.2456 -1.2550 0.097 -0.338 -0.131 -1.471
C -4.7772 -2.5799 -0.9681 -0.004 0.378 0.190 -0.382
C -4.7559 -1.3499 -0.3531 0.070 -0.441 -0.227 0.155
C -5.9533 -0.6288 -0.0126 -0.319 -0.286 -0.156 0.722
N -7.1900 -1.0375 -0.2382 0.016 0.302 0.144 -0.834
H -5.3303 3.0482 1.7399 -0.017 0.017 -0.014 0.455
H -3.0172 3.9906 2.1610 0.025 -0.027 0.007 0.358
H -1.0508 2.5826 1.6104 -0.011 -0.013 0.016 0.420
H -1.4427 -3.1338 -1.0948 0.010 -0.025 -0.014 0.419
H -3.5602 -4.2244 -1.7164 0.015 0.021 -0.001 0.385
H -5.7367 -3.0174 -1.2198 -0.016 -0.021 0.019 0.434
C -0.0783 -1.8954 -3.2071 -0.039 0.182 0.281 -1.421
Si 1.0090 -1.8305 -1.6192 0.097 -0.182 -0.064 0.904
C 2.7538 -1.7460 -2.4588 -0.087 0.260 0.322 -1.535
C 1.0538 -3.6498 -0.9463 -0.066 0.222 0.042 0.357
C 1.4854 -4.6486 -1.8281 0.006 0.030 -0.068 -0.594
C 1.6016 -5.9764 -1.4511 0.022 -0.038 -0.019 -0.804
C 1.2752 -6.3446 -0.1535 -0.007 0.003 0.007 -0.762
C 0.8273 -5.3750 0.7284 0.041 -0.042 0.028 -0.499
C 0.7024 -4.0283 0.3671 -0.089 0.183 0.096 0.659
Si 0.0117 -2.8473 1.7380 0.099 -0.445 0.064 0.406
C -1.5737 -3.7455 2.3146 0.074 0.242 -0.051 -1.371
C 1.2928 -3.1375 3.1432 -0.138 0.231 -0.069 -1.294
H -0.0795 -2.8980 -3.6447 0.054 -0.012 0.028 0.562
H 0.3056 -1.2007 -3.9612 0.029 0.023 0.038 0.368
H -1.1169 -1.6325 -2.9973 -0.004 -0.030 -0.036 0.247
H 2.8631 -2.5691 -3.1690 -0.047 -0.032 -0.001 0.440
H 3.5762 -1.8255 -1.7412 -0.045 -0.042 -0.001 0.322
H 2.8872 -0.8180 -3.0207 -0.038 0.032 0.015 0.218
H 1.7337 -4.3834 -2.8516 0.013 -0.011 -0.002 0.158
H 1.9460 -6.7188 -2.1638 -0.020 0.005 -0.003 0.354
H 1.3599 -7.3783 0.1649 -0.004 0.000 -0.008 0.358
H 0.5618 -5.6739 1.7383 -0.006 -0.024 -0.010 0.146
H -1.3504 -4.7126 2.7756 0.059 -0.010 -0.006 0.384
H -2.2400 -3.9145 1.4659 -0.011 0.026 0.006 0.330
H -2.1244 -3.1447 3.0432 0.022 0.012 0.000 0.338
H 1.2422 -4.1608 3.5279 -0.020 -0.034 -0.045 0.333
H 1.1292 -2.4560 3.9830 -0.012 0.006 -0.018 0.295
H 2.3074 -2.9681 2.7722 -0.013 0.029 -0.001 0.290
N 1.7521 2.4930 7.3981 -0.012 0.018 -0.012 -0.649
C 1.4751 2.1709 6.3267 0.113 0.138 0.449 -0.017
C 1.1536 1.7617 5.0053 -0.157 -0.249 -0.823 0.609
C 0.0460 0.9417 4.7500 0.070 0.121 0.257 -1.040
C -0.2135 0.5080 3.4654 0.008 -0.033 -0.094 0.014
C 0.5861 0.8619 2.3689 0.007 -0.264 -0.253 -0.410
C 1.6525 1.7221 2.6438 -0.059 -0.055 -0.262 0.213
C 1.9465 2.1583 3.9254 0.016 0.083 0.336 -0.777
H -0.5993 0.6571 5.5731 -0.001 -0.038 -0.021 0.428
H -1.0841 -0.1206 3.2985 0.020 -0.017 0.041 0.393
H 2.2708 2.0965 1.8380 0.113 -0.089 -0.071 0.182
H 2.7948 2.8096 4.1057 -0.011 0.010 -0.019 0.413

85
Properties=species:S:1:pos:R:3:forces:R:3:mulliken_spin:R:1 method="wB97M-V/def2-TZVPD" energy_ev=-150454.00877 total_charge=+4 multiplicity=5
Os 0.2013 0.0727 -0.0445 -0.254 -0.079 0.000 2.725
F 6.9686 -0.7524 -1.4383 0.032 0.007 -0.013 0.000
C 5.7704 -0.9904 -0.9888 -0.038 0.014 -0.010 0.001
C 5.5547 -1.9883 -0.0464 -0.031 0.012 -0.002 0.000
F 6.5542 -2.7010 0.3954 0.015 -0.015 0.014 0.000
C 4.2641 -2.2259 0.4208 0.078 -0.005 -0.031 0.004
F 4.0837 -3.1931 1.3046 -0.042 0.004 0.007 0.001
C 3.1745 -1.4830 -0.0177 0.052 -0.001 -0.021 -0.030
P 1.5182 -1.8424 0.5938 0.241 0.022 0.236 0.107
C 1.5688 -1.8563 2.3822 -0.070 0.055 0.025 -0.020
C 2.4562 -0.9937 3.0329 0.048 -0.056 0.015 0.027
C 2.4284 -0.8956 4.4162 -0.003 -0.004 -0.019 0.005
C 1.5130 -1.6436 5.1464 -0.009 0.006 0.020 0.001
C 0.6205 -2.4909 4.4985 -0.001 -0.009 -0.005 0.004
C 0.6334 -2.5913 3.1162 0.040 -0.029 -0.009 0.006
C 0.9964 -3.3978 -0.1123 -0.134 -0.070 0.057 -0.023
C 1.1649 -4.5932 0.5901 0.034 0.001 -0.040 0.006
C 0.8368 -5.7961 -0.0215 0.006 0.003 0.013 0.001
C 0.3492 -5.8110 -1.3199 -0.011 -0.004 -0.010 0.003
C 0.2068 -4.6230 -2.0342 -0.004 -0.014 0.012 0.004
C 0.5281 -3.4194 -1.4334 0.026 0.020 -0.014 -0.006
C 3.4318 -0.5083 -0.9728 0.102 0.164 -0.089 -0.003
Br 2.0075 0.5321 -1.7482 0.025 -0.198 0.047 0.025
C 4.6897 -0.2430 -1.4632 0.004 -0.071 0.016 0.005
F 4.8786 0.6933 -2.3745 -0.005 0.012 -0.007 0.000
H 3.1943 -0.4282 2.4751 -0.011 0.011 -0.002 -0.006
H 3.1373 -0.2565 4.9255 -0.008 0.010 -0.002 0.000
H 1.5032 -1.5761 6.2265 0.020 -0.021 0.000 0.000
H -0.0699 -3.0927 5.0751 -0.010 0.011 -0.002 0.000
H -0.0572 -3.2655 2.6239 -0.015 0.015 -0.003 0.000
H 1.5739 -4.5974 1.5916 -0.004 0.001 0.001 0.000
H 0.9770 -6.7247 0.5156 -0.011 0.002 0.007 0.000
H 0.0941 -6.7529 -1.7874 0.017 0.000 -0.009 0.000
H -0.1330 -4.6525 -3.0610 -0.006 0.009 0.000 0.000
H 0.4744 -2.4982 -2.0105 0.028 -0.003 -0.006 -0.013
O -1.6513 -1.0877 -0.9053 -0.192 -0.039 0.033 0.051
C -2.4091 -1.7558 0.1363 -0.006 -0.060 0.039 -0.015
C -2.1995 -1.0271 1.4284 -0.006 -0.005 -0.018 0.000
C -3.0759 -1.1799 2.4876 0.020 -0.011 -0.051 -0.007
C -2.8194 -0.5226 3.6801 0.019 0.018 0.023 0.011
C -1.6888 0.2824 3.7836 -0.023 0.014 0.001 0.000
C -0.8494 0.3877 2.7007 -0.023 -0.031 -0.008 0.017
N -1.1025 -0.2551 1.5378 0.092 -0.023 0.067 0.074
H -1.5767 -1.7165 -1.6372 0.150 0.032 -0.014 -0.005
H -2.0524 -2.7864 0.2258 0.008 0.006 -0.002 0.007
H -3.4655 -1.7727 -0.1307 0.007 0.034 -0.010 0.001
H -3.9496 -1.8091 2.3746 -0.003 0.004 0.002 0.000
H -3.4933 -0.6351 4.5199 -0.004 0.008 -0.001 -0.001
H -1.4591 0.8196 4.6933 0.005 -0.012 0.006 0.000
H 0.0487 0.9912 2.7372 0.015 -0.022 0.006 0.013
C -3.0563 0.0987 -4.8018 -0.018 -0.070 0.046 0.068
Sb -1.2702 1.1177 -4.3138 -0.086 0.188 -0.580 0.693
C 0.2219 0.5749 -5.7096 0.078 -0.072 0.080 0.070
C -1.6124 3.1684 -4.6942 -0.005 0.035 0.118 0.073
H -3.3819 0.5513 -5.7422 -0.019 -0.011 0.001 0.030
H -3.8108 0.2541 -4.0351 -0.024 -0.003 -0.022 -0.002
H -2.8563 -0.9599 -4.9476 -0.012 -0.002 -0.001 -0.001
H -0.1925 0.8796 -6.6744 0.018 -0.019 -0.015 0.032
H 0.4038 -0.4962 -5.6975 -0.006 -0.002 -0.014 -0.002
H 1.1346 1.1294 -5.5052 0.007 0.000 -0.035 -0.002
H -1.7399 3.2281 -5.7781 -0.011 0.020 0.000 0.029
H -0.7495 3.7550 -4.3897 -0.005 0.022 -0.026 -0.004
H -2.5165 3.5087 -4.1954 -0.004 0.009 -0.014 -0.005
C 1.7270 4.1471 1.0439 -0.021 0.006 0.018 0.012
C 0.9513 4.8938 -0.0366 -0.024 0.001 -0.017 -0.004
C -0.5584 4.6386 -0.0062 0.142 -0.004 0.022 0.015
S -1.0296 3.1861 -0.9451 0.093 -0.020 0.064 0.032
O -0.4549 1.9607 -0.1441 -0.270 0.203 0.131 -0.048
C -2.8225 3.1162 -0.7088 -0.039 -0.040 0.060 0.023
C -3.3419 2.5184 0.5993 0.048 0.075 0.006 -0.005
C -3.2543 3.4150 1.8310 0.009 -0.012 0.003 0.003
H 2.7967 4.3047 0.9186 0.001 0.022 0.010 0.000
H 1.5366 3.0709 1.0187 0.032 -0.009 -0.024 0.011
H 1.4581 4.5136 2.0353 -0.013 -0.018 0.001 0.000
H 1.3486 4.6763 -1.0327 -0.027 -0.008 -0.009 0.001
H 1.0825 5.9681 0.0993 0.023 -0.004 0.004 0.000
H -1.1159 5.4247 -0.5279 0.024 0.012 0.000 -0.001
H -0.9574 4.5378 1.0022 -0.014 0.025 0.007 -0.003
H -3.1909 2.5488 -1.5662 0.038 -0.006 -0.005 0.000
H -3.1390 4.1554 -0.8407 -0.031 -0.011 -0.034 0.001
H -2.8333 1.5696 0.7804 -0.050 -0.045 -0.015 0.011
H -4.3875 2.2753 0.4000 -0.009 0.026 0.002 0.000
H -2.2533 3.4357 2.2648 0.017 0.010 -0.016 0.000
H -3.9290 3.0477 2.6029 0.015 -0.004 0.011 0.000
H -3.5572 4.4390 1.6089 -0.015 -0.003 -0.002 0.000

89
Properties=species:S:1:pos:R:3:forces:R:3:mulliken_spin:R:1 method="wB97M-V/def2-TZVPD" energy_ev=-114879.16881 total_charge=0 multiplicity=3
W 0.5810 -0.5133 -0.2811 0.072 0.055 -0.066 0.771
C 3.6325 -0.8447 0.6112 -0.004 -0.014 0.008 0.020
N 2.5595 -1.8076 0.2792 0.026 -0.022 -0.018 0.053
C 2.3549 -2.7256 1.4428 -0.012 -0.002 -0.002 0.013
C 1.9875 -2.0887 2.7642 0.017 -0.005 -0.004 -0.004
C 0.6623 -1.3489 2.7318 -0.028 0.004 -0.009 0.039
N 0.6810 -0.2282 1.7903 0.008 -0.014 0.039 0.131
C 0.5761 1.0512 2.4850 0.029 -0.017 0.010 0.004
C -0.6517 2.7710 1.2869 -0.017 0.014 0.005 0.009
C -1.3778 3.9229 1.5273 -0.010 0.000 0.001 -0.004
C -1.4054 4.9330 0.5717 0.000 -0.006 -0.021 0.010
C -0.6806 4.7901 -0.6040 -0.005 0.008 0.019 -0.007
C 0.0499 3.6324 -0.8421 0.016 -0.019 0.004 0.012
C 0.0419 2.5965 0.0904 0.022 0.000 -0.023 -0.035
O 0.7491 1.4819 -0.0788 -0.075 0.021 -0.038 0.117
C 3.0775 -2.7372 -0.7764 -0.004 -0.003 0.017 0.001
C 3.2533 -2.2170 -2.1904 0.006 0.001 -0.003 0.002
C 1.9263 -2.1095 -2.9528 -0.005 -0.004 0.008 0.003
N 0.7796 -2.1336 -2.0317 0.018 0.043 -0.022 0.016
C -0.1545 -2.9446 -2.3418 -0.015 0.002 0.016 -0.024
C -1.2800 -3.2976 -1.5078 0.008 -0.004 -0.007 0.090
C -2.3116 -4.0899 -2.0215 -0.002 0.004 -0.008 -0.015
C -3.2947 -4.5894 -1.1960 0.002 0.001 0.009 0.010
C -3.2191 -4.3354 0.1753 -0.002 -0.006 -0.012 -0.021
C -2.2004 -3.5697 0.7040 0.009 0.000 0.006 -0.013
C -1.2296 -3.0102 -0.1387 -0.016 0.001 -0.001 0.009
O -0.2601 -2.2641 0.3712 0.004 0.016 0.013 0.004
H 4.4899 -1.3807 1.0341 0.000 0.004 -0.003 0.004
H 3.2587 -0.1256 1.3334 0.003 0.005 -0.011 -0.017
H 3.9325 -0.3091 -0.2829 0.008 0.010 -0.009 0.003
H 3.2891 -3.2871 1.5661 0.004 -0.001 0.003 -0.001
H 1.5773 -3.4309 1.1545 -0.003 -0.001 -0.003 -0.001
H 2.7852 -1.4259 3.1053 -0.011 -0.009 0.008 0.000
H 1.9282 -2.9029 3.4935 0.000 -0.003 0.002 -0.002
H 0.4554 -0.9780 3.7377 0.003 -0.003 -0.004 -0.002
H -0.1359 -2.0508 2.4950 -0.006 -0.019 -0.005 0.003
H 0.4189 0.8130 3.5387 0.024 0.010 -0.005 -0.015
H -1.9108 4.0180 2.4658 0.004 0.000 -0.001 -0.001
H -1.9736 5.8351 0.7574 -0.001 0.000 -0.003 0.001
H -0.6769 5.5833 -1.3406 -0.002 -0.001 0.000 0.000
H 0.6276 3.5141 -1.7504 0.000 -0.011 -0.013 0.000
H 2.4053 -3.5967 -0.7915 -0.002 -0.001 0.002 0.000
H 4.0465 -3.0987 -0.4140 -0.004 0.000 0.007 -0.003
H 3.8878 -2.9454 -2.7011 0.004 0.002 -0.003 0.000
H 3.7874 -1.2715 -2.1987 -0.004 -0.007 -0.003 0.000
H 1.8268 -2.9547 -3.6387 -0.003 -0.002 -0.002 0.000
H 1.8936 -1.2015 -3.5510 0.003 -0.014 0.000 -0.001
H -0.0837 -3.4899 -3.2863 0.007 0.001 -0.001 -0.001
H -2.3220 -4.3109 -3.0830 0.000 -0.001 0.000 0.000
H -4.0996 -5.1884 -1.5986 0.000 -0.001 -0.002 0.001
H -3.9716 -4.7456 0.8375 0.000 0.000 0.000 0.000
H -2.1415 -3.3631 1.7640 0.001 0.002 -0.001 0.005
Cl 3.1224 3.3551 -5.2922 -0.003 0.004 0.003 0.000
C 2.0348 2.4185 -4.3373 0.011 -0.014 -0.012 0.003
C 0.6757 2.4063 -4.6206 -0.005 0.004 -0.010 0.001
Cl 0.0577 3.3252 -5.9431 0.003 0.002 0.005 0.000
C -0.1995 1.6458 -3.8352 -0.006 -0.010 0.013 -0.006
Cl -1.8862 1.5869 -4.1990 -0.001 0.003 -0.003 0.001
C 0.2791 0.9168 -2.7574 -0.025 -0.001 0.002 0.031
O -0.4784 0.1903 -1.9365 0.037 -0.048 0.033 0.007
C 1.6618 0.9000 -2.5014 -0.018 0.027 0.000 0.038
O 2.0666 0.1121 -1.5134 0.000 -0.002 0.031 0.001
C 2.5270 1.6481 -3.2788 0.002 -0.009 -0.002 -0.003
Cl 4.2127 1.5937 -2.9029 0.000 0.003 -0.001 0.000
C -3.3910 0.7684 3.4178 -0.015 0.013 0.003 0.012
C -3.5460 -0.4008 2.4746 -0.012 -0.012 0.019 0.001
O -2.3070 -0.6781 1.7896 -0.010 0.015 -0.023 0.072
P -2.0008 -0.1976 0.3026 -0.048 0.000 0.002 0.666
O -0.6584 1.7576 2.1989 -0.027 -0.033 -0.019 0.002
C 1.8047 1.9674 2.4417 0.031 0.006 -0.004 -0.007
C 2.8140 1.6065 3.5255 0.014 0.014 0.015 -0.001
O -2.8098 1.1719 0.2581 0.012 0.044 0.012 0.000
C -3.1003 1.8584 -0.9887 -0.005 -0.026 -0.008 0.022
C -4.3560 2.6667 -0.7871 -0.011 0.004 -0.004 -0.003
H -4.3154 0.9008 3.9833 -0.003 -0.003 0.000 0.001
H -3.1726 1.6800 2.8658 -0.007 -0.012 0.007 0.001
H -2.5747 0.5900 4.1175 0.002 0.001 -0.001 -0.002
H -4.3338 -0.2155 1.7424 0.003 0.001 0.007 0.003
H -3.7851 -1.3188 3.0126 0.004 0.001 0.001 0.001
H 1.4724 2.9959 2.6024 0.006 -0.003 0.007 0.002
H 2.2675 1.9314 1.4577 0.007 0.009 0.039 0.001
H 2.3727 1.6853 4.5217 -0.002 0.000 0.000 0.001
H 3.6728 2.2778 3.4878 0.002 -0.004 0.005 0.000
H 3.1916 0.5891 3.4131 -0.003 -0.005 0.003 -0.001
H -3.2084 1.1168 -1.7795 -0.004 0.006 0.007 -0.018
H -2.2470 2.4920 -1.2209 0.002 0.007 -0.009 0.007
H -5.2058 2.0238 -0.5532 0.002 0.001 0.000 0.002
H -4.5803 3.2178 -1.7014 0.001 0.000 0.001 -0.001
H -4.2179 3.3845 0.0211 0.003 0.000 0.004 0.000